[1]
A structure of composition C40H39N5O4S2V, computed with ωB97M-V/def2-TZVPD.

```
91
Properties=species:S:1:pos:R:3:mulliken_charge:R:1
V -0.18806 -0.05361 1.23012 0.260
C -1.28368 -3.81705 3.52233 -0.689
O -1.03988 -3.19586 4.78736 -0.580
C -1.55484 -1.93022 4.94851 0.350
C -2.21455 -1.66494 6.12232 -0.520
C -2.72837 -0.38739 6.38927 -0.729
C -2.57734 0.59156 5.43627 -0.925
C -1.90072 0.36612 4.22391 0.901
C -1.86717 1.47150 3.29143 -1.001
N -1.23844 1.49994 2.17240 1.198
N -1.49644 2.62469 1.39111 -1.075
C -0.96907 2.48521 0.20282 -0.107
O -0.22590 1.52702 -0.20186 -0.479
C -1.23994 3.58554 -0.77894 0.423
C -1.06502 3.32880 -2.13624 -0.334
C -1.27689 4.32895 -3.07540 -0.761
C -1.65992 5.60073 -2.66836 -0.362
C -1.84059 5.86010 -1.31436 -0.622
C -1.63703 4.85823 -0.37674 -0.443
C -1.33425 -0.92327 3.94653 0.811
O -0.66348 -1.21731 2.90196 -0.658
H -1.33427 -4.89089 3.71501 0.339
H -2.23143 -3.48356 3.09490 0.270
H -0.49063 -3.59347 2.81289 0.187
H -2.32663 -2.47615 6.83335 0.419
H -3.25306 -0.18814 7.31603 0.333
H -2.98944 1.58205 5.60795 0.314
H -2.47196 2.34598 3.54244 0.120
H -0.76245 2.32999 -2.43159 0.489
H -1.14232 4.11260 -4.12878 0.402
H -1.82146 6.38406 -3.40011 0.370
H -2.14469 6.84868 -0.98846 0.359
H -1.78502 5.03670 0.68054 0.448
C 0.26898 -3.79527 -1.41166 -1.662
C -0.27441 -2.74241 -0.47415 0.674
N 0.47290 -1.74345 -0.15378 0.920
N 1.79736 -1.85444 -0.59996 -1.138
C 2.13546 -1.35483 -1.72976 0.219
S 1.25826 -0.51229 -2.93002 -0.435
S 3.92799 -1.72120 -1.92651 -0.262
C 4.33136 -1.05739 -3.55790 -0.757
C 4.44767 -2.09682 -4.63663 0.573
C 5.64380 -2.30255 -5.31531 -0.450
C 5.74389 -3.25967 -6.31900 -0.550
C 4.63867 -4.02338 -6.65924 -0.347
C 3.43662 -3.82212 -5.98784 -0.657
C 3.34084 -2.87193 -4.98518 -0.116
C -1.64367 -2.91528 0.05546 0.456
C -2.15872 -4.21165 0.16933 -0.599
C -3.43502 -4.48122 0.62929 -0.991
C -4.25495 -3.40130 0.97317 -0.302
C -3.78702 -2.11401 0.88164 -0.682
C -2.45760 -1.80651 0.45778 0.567
O -2.06721 -0.59233 0.43802 -0.397
H 0.65510 -3.31482 -2.31090 0.128
H -0.49789 -4.50423 -1.70815 0.591
H 1.10474 -4.32267 -0.94333 0.281
H 5.26298 -0.49476 -3.47395 0.400
H 3.50646 -0.37061 -3.78855 0.263
H 6.51096 -1.70763 -5.04822 0.297
H 6.68778 -3.40959 -6.83056 0.342
H 4.71084 -4.77223 -7.43906 0.348
H 2.56652 -4.41336 -6.24728 0.377
H 2.40689 -2.70570 -4.45986 0.226
H -1.52318 -5.05074 -0.08824 0.340
H -3.78190 -5.50300 0.72408 0.293
H -5.26430 -3.57965 1.33250 0.337
H -4.40194 -1.26940 1.16976 0.368
C 2.35966 2.96461 -1.40222 -0.570
N 2.88537 2.59708 -0.06128 0.252
C 2.12724 3.26354 1.03557 -1.202
C 2.89864 1.06711 0.05559 0.361
C 3.04286 0.62740 1.47279 0.164
C 4.31354 0.68020 2.05327 -0.638
C 4.47201 0.38936 3.39814 -0.868
C 3.34077 0.03154 4.12923 -0.893
C 2.09600 -0.04748 3.51743 -0.703
C 1.86970 0.24666 2.15449 1.274
H 2.37708 4.04734 -1.51912 0.276
H 1.34433 2.57502 -1.45159 0.030
H 2.96316 2.46928 -2.16033 0.302
H 3.85313 2.90246 0.01152 0.417
H 1.14220 2.81089 1.09097 0.687
H 2.06420 4.32668 0.80527 0.337
H 2.64650 3.08841 1.97302 0.304
H 3.70478 0.73946 -0.60358 0.661
H 1.94205 0.75692 -0.35206 -1.066
H 5.18399 0.92689 1.44469 0.336
H 5.45172 0.41779 3.86285 0.339
H 3.43996 -0.20752 5.18445 0.417
H 1.25458 -0.36486 4.12449 0.418
```

The lowest unoccupied orbital energy (spin up / spin down) comes out at 0.1463 / 0.1462 hartree. For the HOMO energy (spin up / spin down), the calculation gives -0.4 / -1.7 eV. The net charge is -2. The calculation puts the energy at -3862.83891 Eh. As for the gap between HOMO and LUMO (spin up / spin down): 4.361 / 5.694 eV. Its multiplicity is 4. As for the energy above the lowest of the compared OMol25 structures with the same formula, charge and spin: 0.00 kJ/mol.

=====

[2]
A structure of composition C40H40IN4O3PPtSSi at a distorted geometry, computed with ωB97M-V/def2-TZVPD.

```
92
Properties=species:S:1:pos:R:3:mulliken_charge:R:1
Pt -0.58559 0.09395 -0.41822 3.863
N 0.89012 2.33590 -0.53350 0.071
C 1.84660 2.32926 -1.57339 -1.131
C 2.17938 3.46823 -2.29851 -0.204
C 3.10234 3.37857 -3.33257 -0.718
C 3.65033 2.15754 -3.64062 -0.057
C 3.32318 1.01526 -2.94459 -1.391
C 2.42475 1.10663 -1.90257 1.204
S 4.90134 1.92321 -4.94310 1.258
O 6.05457 1.56061 -4.13384 -0.687
O 4.31341 0.83392 -5.70746 -0.690
O 4.97135 3.19919 -5.62209 -0.707
H 0.50381 3.25982 -0.37389 0.290
H 1.27928 1.97874 0.33463 0.066
H 1.72051 4.41693 -2.05779 0.410
H 3.39139 4.24402 -3.90548 0.573
H 3.77652 0.08546 -3.25152 0.445
H 2.13113 0.24446 -1.32144 -0.011
C -3.66478 1.18041 1.37611 -1.307
Si -2.90000 0.54531 -0.28440 0.854
C -3.72265 1.68779 -1.61704 -1.380
C -3.64058 -1.22453 -0.37804 0.235
C -2.96562 -2.27873 0.22840 0.351
C -3.45876 -3.56778 0.17575 -0.781
C -4.64624 -3.82646 -0.48939 -0.641
C -5.34107 -2.78361 -1.07859 -0.675
C -4.83599 -1.49621 -1.02843 -0.514
H -4.74869 1.14116 1.30840 0.514
H -3.39564 2.20371 1.61501 0.413
H -3.35477 0.54254 2.19734 0.178
H -4.78188 1.80483 -1.40560 0.474
H -3.62418 1.28466 -2.61933 0.330
H -3.28193 2.68035 -1.61795 0.413
H -2.02679 -2.07483 0.73303 0.123
H -2.91497 -4.37400 0.64688 0.404
H -5.01951 -4.83822 -0.56108 0.385
H -6.27779 -2.97395 -1.58265 0.410
H -5.37436 -0.69166 -1.50814 0.346
C -0.12374 3.92052 4.04474 -0.742
C -0.69549 3.69986 2.80267 -1.469
C -0.57371 2.46219 2.19538 0.023
C 0.12301 1.43393 2.82034 0.105
C 0.68847 1.65805 4.07274 -0.378
C 0.56368 2.89613 4.67667 -0.759
P 0.23930 -0.19383 1.98509 -0.532
C 1.96641 -0.64459 2.44969 0.719
C 2.31276 -1.39010 3.57497 -0.332
C 3.64341 -1.65688 3.84949 -0.690
C 4.64493 -1.20272 3.00747 -0.647
C 4.31106 -0.46682 1.88263 -0.778
C 2.98445 -0.19192 1.61235 -0.876
C -0.78385 -1.22211 3.10219 0.833
C -1.70999 -0.65272 3.97317 -1.124
C -2.53216 -1.45522 4.74617 -0.592
C -2.44667 -2.83473 4.66617 -0.723
C -1.53341 -3.41220 3.79935 -0.758
C -0.72001 -2.61290 3.01669 -0.453
H -0.21519 4.88627 4.52124 0.401
H -1.24078 4.49244 2.30947 0.500
H -1.02798 2.26959 1.23065 1.012
H 1.22133 0.86713 4.58030 0.448
H 1.00087 3.06371 5.65045 0.449
H 1.54970 -1.76451 4.24303 0.423
H 3.90210 -2.22484 4.73191 0.434
H 5.67873 -1.42428 3.22415 0.417
H 5.08111 -0.11149 1.21431 0.536
H 2.74080 0.37369 0.72512 0.277
H -1.79408 0.42095 4.05670 0.394
H -3.24276 -0.99918 5.41896 0.438
H -3.09305 -3.45406 5.26987 0.400
H -1.46084 -4.48782 3.73124 0.506
H -0.02619 -3.08319 2.33524 0.315
I -1.76245 -2.35595 -3.16262 0.129
C -0.95879 -0.52256 -3.85032 -0.521
C -0.66039 -0.37254 -5.19603 -0.494
C -0.20636 0.86089 -5.63156 -0.461
C -0.10002 1.89395 -4.71369 -0.903
C -0.44245 1.64053 -3.39606 -0.385
N -0.83316 0.44817 -2.96612 0.373
H -0.78501 -1.19824 -5.87624 0.517
H 0.03686 1.01310 -6.67122 0.423
H 0.21567 2.87631 -5.02429 0.466
H -0.44101 2.42190 -2.65171 0.660
N 1.51737 -1.91746 -2.28682 0.256
C 2.38716 -2.93856 -2.22340 -0.372
C 2.29583 -3.45494 -0.95202 -1.274
C 1.33526 -2.66284 -0.31580 -0.426
N 0.87546 -1.73223 -1.13079 0.076
H 1.35887 -1.30528 -3.07053 0.089
H 3.00875 -3.21505 -3.04903 0.537
H 2.84097 -4.27426 -0.53170 0.484
H 0.98699 -2.73580 0.69502 0.334
```

The lowest unoccupied orbital energy comes out at -0.0562 hartree. For the HOMO energy, the calculation gives -7.5 eV. The calculation puts the energy at -3439.03735 Eh. As for the gap between HOMO and LUMO: 6.013 eV.